# 1
{"formula": "C18H11BCo2F3NO6", "method": "ωB97M-V with the def2-TZVPD basis set", "symbols": ["C", "N", "C", "B", "F", "F", "F", "C", "C", "C", "C", "C", "C", "C", "H", "H", "H", "H", "H", "H", "H", "H", "O", "C", "Co", "C", "O", "C", "O", "C", "C", "C", "Co", "C", "O", "C", "O", "C", "O", "H", "H", "H"], "positions_angstrom": [[-4.30360, 2.42697, 0.07006], [-2.94116, 1.93659, 0.23955], [-2.11340, 1.42456, -0.68338], [-2.53826, 1.83894, -2.21704], [-1.43414, 1.59276, -3.03023], [-3.62440, 0.96335, -2.42232], [-2.89870, 3.19423, -2.26913], [-0.69223, 1.08209, -0.04879], [-1.02409, 1.53068, 1.38487], [-2.34950, 1.93851, 1.51067], [-2.94395, 2.24412, 2.72930], [-2.14293, 2.11845, 3.87455], [-0.78374, 1.79170, 3.77101], [-0.20965, 1.52087, 2.51845], [-4.72931, 2.54890, 1.06437], [-4.36265, 3.40439, -0.42182], [-4.89688, 1.71852, -0.51437], [0.08730, 1.62972, -0.57039], [-4.00867, 2.48384, 2.80259], [-2.57616, 2.29415, 4.85622], [-0.14996, 1.74546, 4.66268], [0.84873, 1.30103, 2.38729], [5.20796, -1.69919, 1.97137], [4.69256, -1.99378, 0.98377], [3.92122, -2.48386, -0.55953], [4.56964, -1.21889, -1.61326], [4.98767, -0.38967, -2.33132], [5.30651, -3.71528, -0.64767], [6.15159, -4.49644, -0.71868], [1.96021, -1.79861, 0.08724], [1.01503, -0.99888, -0.47959], [-0.29378, -0.32937, -0.02477], [1.62649, -2.41487, -1.57031], [1.78254, -1.26549, -2.84277], [1.82074, -0.46053, -3.67731], [0.41571, -3.60004, -2.14511], [-0.37735, -4.32485, -2.56536], [3.09996, -3.55118, -2.08970], [3.44303, -4.33034, -2.89508], [1.88653, -2.27934, 1.08305], [-1.08031, -0.74965, -0.66387], [-0.34855, -0.62955, 1.00472]], "forces_ev_per_angstrom": [[-0.721, 0.210, -0.235], [1.553, -1.484, -1.295], [0.096, 2.397, 1.225], [0.286, -0.927, -0.549], [-0.256, -0.043, -0.065], [-0.158, 0.314, -0.660], [0.033, -0.532, 0.135], [-1.992, 3.001, 1.028], [0.877, 0.675, 0.607], [0.627, -0.179, 0.993], [0.248, -0.386, 0.216], [0.216, 0.086, -0.261], [0.101, 0.033, -0.245], [-0.521, -0.105, -0.288], [-0.050, -0.203, -0.241], [0.462, -0.324, -0.010], [0.261, 0.114, 0.127], [-0.300, 0.796, -0.083], [0.562, 0.008, 0.118], [0.070, 0.007, -0.206], [-0.354, 0.064, -0.318], [-0.170, -0.081, 0.307], [-0.663, -0.423, -1.791], [-0.204, 0.529, 2.088], [1.022, -0.491, 0.028], [1.324, 3.985, -3.111], [-1.217, -2.803, 2.410], [0.397, -2.103, -0.064], [-1.476, 1.862, 0.061], [0.087, 0.394, 3.603], [0.830, -1.420, 0.599], [0.302, -2.581, -1.433], [-0.407, -0.466, -2.380], [-0.908, 2.468, -3.727], [0.212, -1.862, 2.099], [-1.269, -1.362, -0.973], [1.488, 1.433, 0.920], [0.154, -0.907, -0.490], [-0.482, 1.230, 1.252], [-0.043, 0.873, -0.196], [0.326, -1.006, 0.446], [-0.343, -0.790, 0.360]], "homo_ev": -8.20, "charge": 0, "de_lowest_kcal_mol": 21.8}

# 2
{"formula": "C20H19IN5NaO2S5", "method": "ωB97M-V with the def2-TZVPD basis set", "symbols": ["Na", "C", "C", "N", "N", "C", "N", "S", "C", "C", "C", "C", "C", "N", "H", "H", "H", "H", "H", "H", "H", "H", "H", "H", "S", "S", "S", "S", "I", "C", "C", "C", "C", "C", "C", "C", "O", "O", "H", "H", "H", "H", "C", "C", "C", "N", "C", "C", "H", "H", "H", "H", "H"], "positions_angstrom": [[0.39568, 1.95769, -0.85140], [-2.50977, -1.41521, 1.08919], [-1.94194, -0.35156, 0.19561], [-1.32790, 0.69552, 0.58955], [-1.00823, 0.71588, 1.94898], [-0.87003, 1.92280, 2.54881], [-0.09787, 1.88111, 3.66148], [-1.57019, 3.32806, 2.00588], [-2.06055, -0.51322, -1.29015], [-2.71280, -1.60646, -1.85153], [-2.73770, -1.72632, -3.23362], [-2.13096, -0.75110, -4.00257], [-1.50587, 0.31141, -3.35473], [-1.45999, 0.41313, -2.03579], [-1.90336, -2.32229, 1.06219], [-3.51890, -1.67078, 0.76283], [-2.53954, -1.05904, 2.11555], [-0.31751, -0.03867, 2.15060], [0.32291, 1.02412, 3.97567], [-0.07728, 2.69832, 4.23931], [-3.16514, -2.36154, -1.22491], [-3.22405, -2.57701, -3.69676], [-2.13238, -0.79553, -5.08358], [-1.02250, 1.11298, -3.90225], [2.45243, 3.48693, -2.24299], [0.82183, 4.76129, -2.16483], [-0.50311, 3.62983, -3.39104], [-2.33864, 4.54007, -3.38339], [-0.18108, -6.83120, -2.61255], [0.21215, -5.06859, -1.54545], [0.47779, -3.89953, -2.24111], [0.73086, -2.73812, -1.52511], [0.70703, -2.73902, -0.13523], [0.43737, -3.92351, 0.53818], [0.19455, -5.09964, -0.15943], [0.91545, -1.42096, 0.61877], [0.65281, -1.45366, 1.85888], [1.26937, -0.45527, -0.06757], [0.47564, -3.88798, -3.32278], [0.93577, -1.80096, -2.02907], [0.40636, -3.90022, 1.62008], [-0.01461, -6.02190, 0.36641], [3.60791, 3.53676, 2.98827], [3.46583, 2.16510, 2.84726], [2.57223, 1.68725, 1.89835], [1.85633, 2.48255, 1.10917], [2.00984, 3.79860, 1.23641], [2.86393, 4.36983, 2.17122], [4.29287, 3.94874, 3.72110], [4.02937, 1.47293, 3.46052], [2.39929, 0.62604, 1.76558], [1.42273, 4.41566, 0.56362], [2.94356, 5.44669, 2.23836]], "forces_ev_per_angstrom": [[-0.002, 0.017, -0.204], [0.010, -0.013, 0.001], [0.087, 0.066, -0.103], [-0.155, -0.032, 0.189], [0.004, -0.155, -0.269], [0.095, 0.136, -0.137], [-0.196, -0.087, 0.198], [-0.055, -0.020, 0.097], [-0.014, 0.029, 0.159], [0.032, 0.023, 0.013], [-0.003, -0.004, -0.002], [-0.017, 0.018, -0.008], [-0.077, -0.050, 0.015], [0.191, 0.061, 0.023], [0.027, 0.012, -0.023], [-0.023, 0.016, 0.029], [-0.017, 0.004, -0.002], [-0.090, 0.046, 0.057], [0.075, -0.004, -0.032], [0.078, 0.052, -0.019], [-0.017, -0.014, -0.025], [0.001, 0.007, -0.002], [-0.007, -0.020, 0.003], [0.005, 0.003, 0.011], [-0.008, -0.004, 0.039], [0.040, -0.035, 0.044], [-0.027, -0.019, -0.123], [-0.004, -0.014, 0.024], [-0.006, -0.021, -0.010], [0.016, 0.008, 0.011], [-0.010, -0.004, 0.001], [0.001, 0.028, 0.008], [-0.017, 0.016, -0.007], [-0.019, 0.001, -0.004], [-0.009, 0.013, 0.003], [-0.039, -0.162, -0.078], [0.089, 0.035, -0.056], [0.075, 0.069, 0.149], [0.006, 0.000, 0.000], [-0.005, -0.019, 0.002], [0.011, -0.001, 0.006], [-0.001, -0.001, 0.000], [0.025, -0.009, 0.019], [0.014, 0.000, -0.002], [-0.055, 0.002, -0.007], [-0.038, 0.034, 0.096], [-0.025, 0.058, 0.002], [-0.005, 0.011, -0.030], [0.002, 0.005, 0.008], [0.001, -0.009, -0.006], [0.031, -0.054, -0.045], [0.016, -0.022, -0.003], [0.003, 0.002, -0.008]], "homo_ev": 0.24, "charge": -2}

# 3
{"formula": "C13H8BiN3O6S2", "method": "ωB97M-V with the def2-TZVPD basis set", "symbols": ["Bi", "O", "C", "O", "C", "C", "C", "C", "C", "N", "H", "H", "H", "H", "O", "S", "O", "N", "C", "O", "C", "C", "C", "C", "C", "C", "H", "H", "H", "H", "O", "S", "N"], "positions_angstrom": [[-1.33992, -1.96739, -1.84766], [1.03682, -3.90760, 1.17745], [0.32866, -3.15228, 0.51304], [0.10499, -3.30220, -0.79002], [-0.33174, -1.96441, 1.12359], [-0.40501, -1.92252, 2.55151], [-1.12675, -0.86920, 3.10068], [-1.85696, 0.01393, 2.25525], [-1.77040, -0.09819, 0.90557], [-0.88851, -1.00894, 0.33000], [0.12944, -2.69829, 3.15567], [-1.12724, -0.75771, 4.17400], [-2.50633, 0.75644, 2.72643], [-2.24726, 0.63277, 0.24412], [-0.12596, 4.72431, -1.48803], [-0.35892, 3.55461, -0.63535], [-0.93680, 3.69817, 0.69501], [-1.25410, 2.37901, -1.45518], [-0.49736, 1.30600, -1.70098], [-0.88819, 0.26212, -2.34377], [0.89692, 1.35697, -1.21444], [1.98963, 0.50627, -1.41500], [3.23327, 0.85374, -0.92350], [3.45929, 2.08768, -0.32647], [2.37265, 2.99477, -0.15590], [1.12815, 2.62056, -0.61264], [1.91550, -0.43518, -1.98507], [4.02336, 0.10012, -0.96085], [4.42885, 2.37888, 0.02824], [2.49388, 4.01022, 0.22365], [-2.86292, -4.95265, -2.60497], [-3.73470, -4.25422, -1.66042], [-3.28233, -2.94578, -1.08397]], "forces_ev_per_angstrom": [[0.754, -0.384, 0.792], [-1.359, 1.382, -0.933], [1.546, -1.577, -0.785], [-0.541, 0.684, 0.420], [-0.696, 1.099, 1.584], [0.284, 0.300, -1.013], [-0.040, -0.137, -0.872], [0.149, -0.452, 1.819], [1.614, -0.165, -1.213], [-1.781, -1.462, 0.933], [-0.604, 0.880, -0.785], [-0.277, 0.132, 0.083], [0.293, -0.144, -0.398], [0.140, -0.451, 0.077], [-0.537, -1.520, 1.397], [-0.889, 0.433, -0.799], [0.696, 0.066, -1.215], [1.202, -1.016, -0.060], [-0.999, 1.179, 0.051], [-0.515, -0.220, 0.248], [1.366, 1.533, 0.224], [-1.171, -0.468, -0.371], [0.618, -0.024, 0.491], [-1.500, 0.656, 0.258], [0.601, -0.163, -0.511], [0.680, -1.521, 0.077], [-0.275, 0.490, 0.448], [-0.062, 0.449, -0.228], [0.319, -0.044, 0.073], [0.227, -0.374, 0.092], [-0.246, 0.287, 0.233], [0.600, 0.335, -0.018], [0.405, 0.216, -0.097]], "homo_ev": -9.53, "charge": 0, "de_lowest_kcal_mol": 0.0}